(1)
Here is 16 unconnected molecules or ions with the total composition C44H56BrN17OS from the OMol25 dataset. Energies are from ωB97M-V/def2-TZVPD.

The geometry in XYZ format:
```
120
Properties=species:S:1:pos:R:3:mulliken_charge:R:1
O 6.9239 -1.5984 5.8939 -0.4732
C 6.0057 -0.5910 5.4072 0.5756
C 5.0074 -1.0458 4.2824 -0.4600
C 3.9643 -0.0409 3.7409 0.3751
C 2.9072 -0.5403 2.6135 -0.3664
C 1.9820 -1.6478 3.3642 -0.5633
C 0.6914 -0.9562 4.0635 0.5944
C 0.4030 -1.2483 5.5579 -0.5380
C -0.8548 -0.6435 6.2734 -0.4642
C -1.8366 0.2730 5.4533 -0.3156
C -1.4946 0.5862 3.9549 -0.6057
C -0.2444 -0.0176 3.2545 -0.3036
C 3.8793 1.4285 4.2745 0.2270
N 2.9830 2.4992 3.9056 -0.5748
S 3.4745 3.8316 4.8809 0.1737
N 4.7866 3.2737 5.8394 -0.5411
C 4.8988 1.8894 5.3846 0.6493
C 5.9562 0.8503 5.9597 -0.3968
Br 7.2344 1.3423 7.4022 -0.1553
H 6.9678 -2.2410 5.1446 0.2260
H 4.9839 -2.1021 3.8182 0.2474
H 2.2777 0.3531 2.2318 0.0728
H 3.4369 -0.9647 1.6820 0.2504
H 2.5403 -2.1687 4.2332 0.2584
H 1.6696 -2.5115 2.6563 0.3518
H 1.0812 -1.9091 6.2061 0.1835
H -1.1230 -0.8580 7.3617 0.3219
H -2.7836 0.7388 5.8924 0.4167
H -2.1653 1.2590 3.3043 0.2969
H 0.0345 0.1858 2.1636 0.3568
C 9.1239 -2.3670 2.4675 -0.6199
C 7.9163 -3.0835 1.9370 0.4319
N 6.9631 -3.6485 1.5182 -0.4965
H 8.9396 -2.0352 3.4909 0.1623
H 9.9856 -3.0365 2.4597 0.3003
H 9.3422 -1.4975 1.8454 0.2551
C -0.5655 1.2939 10.5458 -0.7481
C -1.7551 0.9064 9.7147 0.4474
N -2.7019 0.5982 9.0592 -0.4575
H -0.8600 1.3932 11.5919 0.2932
H 0.2090 0.5294 10.4649 0.2766
H -0.1628 2.2469 10.1969 0.2090
C 3.8082 2.3237 0.1492 -0.6113
C 2.5947 1.6180 -0.3894 0.4622
N 1.6377 1.0632 -0.8117 -0.5323
H 3.6219 2.6501 1.1748 0.1241
H 4.6660 1.6496 0.1395 0.2525
H 4.0341 3.1958 -0.4668 0.3625
C 7.9744 -2.7590 8.5628 -0.1301
C 7.2862 -2.5847 9.8847 0.2493
N 6.7430 -2.4472 10.9276 -0.4095
H 7.3806 -2.2973 7.7706 -0.1913
H 8.9582 -2.2873 8.5914 0.2525
H 8.0953 -3.8218 8.3447 0.2953
C -1.1622 4.1814 7.0624 -0.4050
C -0.4773 4.8606 8.2113 0.2902
N 0.0634 5.3910 9.1216 -0.4355
H -1.8835 4.8617 6.6066 0.2957
H -0.4263 3.8857 6.3126 0.1935
H -1.6841 3.2909 7.4185 0.0652
C -0.8506 1.6251 -3.3933 -0.6212
C -2.2671 2.0955 -3.1878 0.5073
N -3.3833 2.4726 -3.0255 -0.5695
H -0.4460 1.2548 -2.4491 0.2109
H -0.8234 0.8213 -4.1307 0.1505
H -0.2329 2.4520 -3.7473 0.2985
C -6.6803 2.2556 -2.1742 -0.4399
C -8.0890 2.7304 -1.9681 0.1557
N -9.2003 3.1048 -1.8056 -0.3852
H -6.2743 1.8782 -1.2343 0.2931
H -6.6631 1.4557 -2.9162 0.1038
H -6.0576 3.0799 -2.5251 0.2775
C 6.1020 -2.6229 -2.1946 -0.6884
C 5.6160 -1.2581 -1.8088 0.3561
N 5.2342 -0.1807 -1.5043 -0.4123
H 6.9611 -2.5369 -2.8621 0.2748
H 6.3989 -3.1757 -1.3012 0.1727
H 5.3079 -3.1704 -2.7051 0.2637
C -1.8512 0.5505 -7.4832 -0.5593
C -0.7308 1.4589 -7.0704 0.3437
N 0.1642 2.1816 -6.7457 -0.4869
H -1.9094 -0.3018 -6.8039 0.2033
H -2.7965 1.0951 -7.4533 0.2103
H -1.6818 0.1860 -8.4980 0.2798
C -4.5689 -0.3843 -4.3548 -0.1202
C -5.0405 -0.2477 -5.7738 0.3923
N -5.4091 -0.1439 -6.8944 -0.5384
H -5.3044 -0.9424 -3.7727 0.2856
H -3.6165 -0.9163 -4.3281 0.2055
H -4.4366 0.6029 -3.9097 -0.2326
C -7.1454 -1.5239 -9.8680 -0.2868
C -7.0890 -3.0185 -9.9882 0.2831
N -7.0444 -4.1979 -10.0824 -0.3995
H -8.1844 -1.1901 -9.8683 0.2570
H -6.6699 -1.2077 -8.9374 0.0294
H -6.6236 -1.0635 -10.7087 0.1451
C 0.1468 1.8989 -11.2538 -0.6946
C -1.0633 1.1923 -11.7898 0.4453
N -2.0183 0.6344 -12.2129 -0.5072
H -0.0363 2.2227 -10.2275 0.1994
H 1.0059 1.2262 -11.2669 0.2823
H 0.3697 2.7728 -11.8683 0.2917
C -4.5722 2.2260 -13.2280 -0.5096
C -4.9714 3.6614 -13.4083 0.2865
N -5.2860 4.7940 -13.5506 -0.3879
H -5.4494 1.6247 -12.9830 0.2240
H -4.1258 1.8462 -14.1482 0.2648
H -3.8459 2.1413 -12.4195 0.1047
C -5.0777 -4.8951 -4.3159 -0.7426
C -3.9471 -3.9967 -3.9085 0.3969
N -3.0546 -3.2879 -3.5870 -0.4545
H -5.1375 -5.7472 -3.6369 0.2909
H -6.0196 -4.3451 -4.2816 0.2590
H -4.9146 -5.2594 -5.3316 0.2717
C -4.9371 -2.0661 7.1940 -0.6827
C -4.1297 -2.5700 6.0337 0.3430
N -3.4921 -2.9668 5.1186 -0.4066
H -4.7530 -1.0001 7.3393 0.2047
H -6.0000 -2.2217 7.0018 0.3078
H -4.6568 -2.6027 8.1019 0.2523
```

Values from the calculation:
Energy: -154778.2793 eV
E_HOMO: -0.3150 hartree
ΔE to the lowest compared entry with this formula, charge and spin: 0.00 kcal/mol
Max |F|: 6.0 eV/Å
HOMO-LUMO gap: 0.2517 Ha

(2)
Here is 7 unconnected molecules or ions with the total composition C44H56N3Si from the OMol25 dataset. Energies are from ωB97M-V/def2-TZVPD.

The geometry in XYZ format:
```
104
Properties=species:S:1:pos:R:3:mulliken_charge:R:1
C -0.5577 0.2428 -1.0210 -1.5554
C -0.7231 -1.2548 -1.2797 1.0010
C -2.2063 -1.6552 -1.2781 -1.5751
N -2.8920 -1.1756 -2.5089 -0.0263
C -2.0618 -1.0581 -3.5595 0.2871
N -2.1385 -0.0924 -4.4410 -0.2001
N -1.0576 -2.0111 -3.6721 -0.5309
C -0.0380 -1.7177 -2.5903 -0.0870
Si 1.1254 -3.2339 -2.4285 0.1385
C 0.3116 -4.8157 -3.0347 -1.2041
C 2.6116 -2.9119 -3.5387 -1.1129
C 1.6970 -3.4615 -0.6655 -0.9051
H 0.4821 0.5441 -1.0828 0.4468
H -0.9859 0.5058 -0.0579 0.4698
H -1.0981 0.8331 -1.7653 0.1725
H -0.3040 -1.7532 -0.4058 0.1030
H -2.6954 -1.2815 -0.3878 0.5539
H -2.2712 -2.7415 -1.2589 0.3627
H -3.4598 -0.3457 -2.3641 0.1916
H -1.5288 -0.1337 -5.2419 0.3110
H -2.7463 0.7021 -4.3229 0.1889
H -1.4977 -2.9048 -3.4690 0.3295
H 0.5737 -0.9070 -2.9801 0.4845
H -0.4954 -5.1679 -2.3984 0.3543
H 1.0898 -5.5724 -3.0856 0.3799
H -0.0523 -4.6715 -4.0512 0.3873
H 2.3504 -3.1973 -4.5566 0.3184
H 3.4471 -3.5410 -3.2470 0.3671
H 2.9045 -1.8669 -3.5157 0.3491
H 0.8712 -3.7745 -0.0244 0.1197
H 2.4552 -4.2321 -0.5767 0.4548
H 2.0713 -2.5299 -0.2433 0.3258
C -5.1020 -0.8766 -7.8968 -0.6027
C -6.0209 -0.4688 -8.8521 -0.3919
C -6.1475 0.8779 -9.1644 -0.4650
C -5.3528 1.8191 -8.5256 -0.4529
C -4.4313 1.4127 -7.5717 -0.3259
C -4.3089 0.0658 -7.2573 0.2249
H -5.0041 -1.9266 -7.6528 0.3615
H -6.6383 -1.2010 -9.3549 0.3819
H -6.8664 1.1945 -9.9079 0.3784
H -5.4500 2.8677 -8.7728 0.3865
H -3.8089 2.1493 -7.0772 0.3388
H -3.5930 -0.2538 -6.5114 0.2073
C 0.6130 4.4135 3.1012 -0.4404
C 0.6366 3.3667 4.0123 -0.5772
C 0.7862 2.0614 3.5656 -0.2671
C 0.9265 1.8042 2.2089 -0.2978
C 0.9051 2.8521 1.2982 -0.4536
C 0.7441 4.1566 1.7435 -0.5386
H 0.4975 5.4312 3.4503 0.4059
H 0.5442 3.5683 5.0711 0.4182
H 0.8007 1.2448 4.2765 0.5310
H 1.0548 0.7851 1.8624 0.4712
H 1.0177 2.6535 0.2395 0.3519
H 0.7268 4.9735 1.0339 0.3951
C -0.2381 -4.7465 3.3294 -0.5088
C 0.4306 -5.0049 4.5174 -0.4247
C 1.1427 -3.9941 5.1480 -0.5040
C 1.1832 -2.7222 4.5944 -0.4138
C 0.5123 -2.4621 3.4084 -0.1193
C -0.1954 -3.4749 2.7760 -0.3081
H -0.7913 -5.5356 2.8367 0.3809
H 0.3970 -5.9949 4.9523 0.3693
H 1.6672 -4.1979 6.0718 0.3758
H 1.7377 -1.9346 5.0878 0.4707
H 0.5420 -1.4684 2.9775 0.2745
H -0.7170 -3.2718 1.8475 0.4272
C 3.7031 2.6020 5.8570 -0.3949
C 4.3310 2.2074 7.0313 -0.4291
C 5.0392 3.1335 7.7836 -0.4080
C 5.1150 4.4549 7.3647 -0.3990
C 4.4842 4.8490 6.1931 -0.5452
C 3.7791 3.9218 5.4379 -0.1414
H 3.1513 1.8803 5.2679 0.4116
H 4.2700 1.1771 7.3591 0.3908
H 5.5320 2.8260 8.6966 0.3810
H 5.6657 5.1774 7.9524 0.3776
H 4.5432 5.8794 5.8676 0.3720
H 3.2910 4.2267 4.5220 0.4146
C -5.9182 1.4650 -2.8438 -0.1065
C -7.2173 1.8047 -3.1897 -0.6418
C -7.9817 2.5706 -2.3219 -0.4319
C -7.4459 3.0011 -1.1151 -0.3763
C -6.1451 2.6645 -0.7711 -0.6677
C -5.3831 1.8936 -1.6362 0.1007
H -5.3218 0.8665 -3.5263 0.2673
H -7.6319 1.4744 -4.1329 0.4067
H -8.9967 2.8339 -2.5867 0.3724
H -8.0434 3.6013 -0.4424 0.3679
H -5.7270 3.0026 0.1677 0.3779
H -4.3639 1.6325 -1.3651 0.3612
C 7.5823 -0.8972 2.3047 -0.4628
C 6.2732 -0.5514 2.0004 -0.3978
C 5.5146 0.1659 2.9153 -0.5463
C 6.0654 0.5415 4.1328 0.1296
C 7.3752 0.1969 4.4355 -0.4733
C 8.1330 -0.5239 3.5229 -0.4008
H 8.1745 -1.4567 1.5922 0.3534
H 5.8456 -0.8398 1.0482 0.3972
H 4.4920 0.4366 2.6792 0.5250
H 5.4751 1.1015 4.8435 0.0959
H 7.8057 0.4926 5.3835 0.3907
H 9.1536 -0.7941 3.7602 0.3696
```

Values from the calculation:
Energy: -58879.4724 eV
Total charge: +1
E_HOMO: -0.3896 hartree
Max |F|: 1.6 eV/Å
HOMO-LUMO gap: 0.2832 Ha